[1]
The following is a DFT calculation (ωB97M-V with the def2-TZVPD basis set) of a molecular structure, C39H31N7O4PSZr.

Calculated values
Multiplicity: 1
Orbital gap (eV): 6.66
Energy above the lowest of the compared OMol25 structures with the same formula, charge and spin (kcal per mole): 5.7
Molar mass (g mol⁻¹): 815.99
HOMO (eV): -10.3095
Charge: +1
LUMO level (eV): -3.65

Last column: Löwdin charge in e.
CARTESIAN COORDINATES (ANGSTROEM)
Zr1 -0.56 1.71 0.51  1.644
N1 -3.01 5.54 1.18  0.101
C1 -2.10 4.59 0.91  -0.819
S1 -2.04 3.22 1.98  0.659
N2 -1.31 4.84 -0.13  0.010
N3 -0.41 3.86 -0.33  -0.177
C2 0.54 4.08 -1.17  -0.074
C3 1.62 3.09 -1.29  -0.248
C4 2.70 3.31 -2.13  0.013
C5 3.75 2.40 -2.13  -0.024
C6 3.69 1.30 -1.29  -0.029
C7 2.56 1.14 -0.51  -0.127
N4 1.54 2.00 -0.51  -0.012
H1 -3.68 5.39 1.91  0.094
H2 -3.09 6.34 0.58  0.113
H3 0.58 5.00 -1.74  0.142
H4 2.72 4.20 -2.76  0.124
H5 4.60 2.55 -2.78  0.122
H6 4.47 0.57 -1.27  0.119
H7 2.45 0.28 0.14  0.098
O1 -3.77 -1.41 0.81  0.081
C8 -3.27 -2.18 1.80  -0.258
C9 -4.00 -3.33 2.12  -0.004
C10 -3.56 -4.18 3.11  -0.065
C11 -2.38 -3.92 3.80  -0.084
C12 -1.65 -2.79 3.48  -0.027
C13 -2.08 -1.91 2.48  -0.089
C14 -1.26 -0.75 2.15  -0.404
O2 -1.72 0.12 1.29  -0.280
N5 -0.09 -0.59 2.71  0.095
N6 0.45 0.60 2.30  -0.089
C15 1.47 1.02 2.96  -0.047
C16 1.92 2.39 2.76  -0.261
C17 2.99 2.90 3.48  0.003
C18 3.28 4.25 3.38  -0.031
C19 2.47 5.04 2.58  -0.020
C20 1.42 4.44 1.88  -0.106
N7 1.16 3.14 1.94  0.034
H8 -3.24 -0.59 0.75  0.072
H9 -4.92 -3.51 1.58  0.123
H10 -4.15 -5.06 3.35  0.111
H11 -2.04 -4.58 4.58  0.106
H12 -0.73 -2.57 4.00  0.113
H13 1.90 0.41 3.74  0.141
H14 3.56 2.24 4.12  0.123
H15 4.11 4.68 3.93  0.120
H16 2.63 6.10 2.50  0.117
H17 0.77 5.06 1.28  0.101
O3 -2.67 1.63 -0.61  -0.032
C21 -1.98 1.06 -1.48  -0.611
O4 -0.76 1.45 -1.63  -0.200
C22 -2.36 -0.17 -2.21  -0.143
C23 -3.52 -0.27 -2.96  0.005
C24 -3.75 -1.41 -3.71  -0.047
C25 -2.82 -2.44 -3.70  -0.048
C26 -1.68 -2.36 -2.92  -0.077
C27 -1.44 -1.23 -2.14  -0.271
P1 0.01 -1.13 -1.00  1.139
C28 1.37 -1.26 -2.24  -0.349
C29 1.35 -0.37 -3.31  -0.096
C30 2.38 -0.36 -4.23  -0.077
C31 3.45 -1.23 -4.09  -0.081
C32 3.48 -2.12 -3.03  -0.076
C33 2.44 -2.14 -2.11  -0.082
C34 0.03 -2.71 -0.10  -0.355
C35 -0.99 -3.67 -0.12  -0.079
C36 -0.91 -4.80 0.67  -0.067
C37 0.19 -5.00 1.50  -0.072
C38 1.19 -4.04 1.55  -0.070
C39 1.10 -2.90 0.77  -0.140
H18 -4.22 0.56 -2.97  0.129
H19 -4.65 -1.49 -4.31  0.113
H20 -2.99 -3.32 -4.30  0.113
H21 -0.97 -3.18 -2.91  0.119
H22 0.52 0.31 -3.43  0.102
H23 2.35 0.33 -5.07  0.109
H24 4.26 -1.23 -4.82  0.107
H25 4.30 -2.82 -2.93  0.108
H26 2.46 -2.87 -1.30  0.091
H27 -1.87 -3.52 -0.73  0.101
H28 -1.71 -5.53 0.65  0.114
H29 0.25 -5.89 2.11  0.111
H30 2.04 -4.18 2.22  0.109
H31 1.87 -2.14 0.86  0.096

---

[2]
The following is a DFT calculation (ωB97M-V with the def2-TZVPD basis set) of a molecular structure, C39H32BF4MnN5S2Si in a non-equilibrium geometry.

Calculated values
Multiplicity: 2
Orbital gap (alpha / beta) (eV): 5.82 / 5.22
Molar mass (g mol⁻¹): 804.68
HOMO (alpha / beta) (eV): -1.8275 / -1.2305
Charge: -2
LUMO level (alpha / beta) (eV): 3.99 / 3.99

Last column: Löwdin charge in e.
CARTESIAN COORDINATES (ANGSTROEM)
Mn1 -0.73 0.57 0.23  0.289
C1 3.38 2.57 0.45  -0.029
C2 1.98 2.18 0.09  -0.280
N1 1.24 1.40 0.81  -0.054
N2 1.83 0.95 1.98  -0.004
C3 0.92 0.61 2.85  -0.877
N3 1.43 0.08 4.03  0.059
S1 -0.77 0.80 2.66  0.675
C4 1.31 2.75 -1.11  -0.220
C5 1.96 3.62 -1.99  -0.022
C6 1.23 4.17 -3.03  -0.072
C7 -0.11 3.85 -3.16  -0.052
C8 -0.66 2.96 -2.25  -0.127
N4 0.03 2.43 -1.25  0.086
H1 3.50 2.52 1.53  0.067
H2 3.62 3.57 0.10  0.058
H3 4.09 1.87 0.01  0.067
H4 2.33 -0.35 3.89  0.072
H5 0.76 -0.50 4.51  0.055
H6 3.01 3.83 -1.88  0.095
H7 1.71 4.83 -3.74  0.096
H8 -0.71 4.23 -3.97  0.101
H9 -1.69 2.63 -2.34  0.126
S2 -4.44 3.40 0.16  1.063
C9 -3.11 4.48 0.48  -0.474
C10 -3.09 5.86 0.58  -0.113
C11 -1.90 6.49 0.90  -0.117
C12 -0.74 5.74 1.14  -0.086
C13 -0.75 4.36 1.04  -0.006
C14 -1.94 3.73 0.69  -0.300
N5 -2.10 2.36 0.55  0.004
C15 -3.33 2.04 0.31  -0.498
C16 -3.73 0.63 0.20  -0.253
C17 -5.08 0.29 0.17  -0.094
C18 -5.45 -1.04 0.19  -0.125
C19 -4.44 -2.00 0.25  -0.102
C20 -3.10 -1.63 0.27  -0.123
C21 -2.65 -0.29 0.22  -0.133
H10 -3.99 6.44 0.42  0.094
H11 -1.87 7.57 0.98  0.087
H12 0.18 6.24 1.41  0.094
H13 0.12 3.76 1.24  0.102
H14 -5.85 1.06 0.16  0.073
H15 -6.49 -1.32 0.17  0.081
H16 -4.70 -3.05 0.29  0.090
H17 -2.37 -2.43 0.33  0.066
C22 0.04 -4.52 -3.51  -0.125
C23 1.25 -4.42 -2.84  -0.113
C24 1.37 -3.55 -1.76  -0.118
C25 0.31 -2.76 -1.32  -0.264
C26 -0.87 -2.85 -2.05  -0.109
C27 -1.02 -3.72 -3.11  -0.100
Si1 0.41 -1.65 0.27  0.764
C28 -0.05 -3.03 1.57  -0.265
C29 -0.63 -2.74 2.81  -0.123
C30 -0.92 -3.73 3.75  -0.112
C31 -0.64 -5.06 3.47  -0.134
C32 -0.07 -5.38 2.25  -0.114
C33 0.21 -4.39 1.32  -0.097
C34 2.31 -1.60 0.47  -0.298
C35 3.03 -0.88 -0.49  -0.118
C36 4.41 -0.73 -0.42  -0.118
C37 5.12 -1.31 0.63  -0.127
C38 4.43 -2.04 1.59  -0.120
C39 3.05 -2.19 1.50  -0.114
H18 -0.06 -5.18 -4.36  0.082
H19 2.10 -5.01 -3.15  0.084
H20 2.33 -3.51 -1.24  0.093
H21 -1.70 -2.20 -1.80  0.082
H22 -1.95 -3.75 -3.66  0.094
H23 -0.89 -1.71 3.04  0.018
H24 -1.38 -3.45 4.69  0.088
H25 -0.87 -5.83 4.20  0.081
H26 0.14 -6.42 2.01  0.086
H27 0.64 -4.68 0.37  0.087
H28 2.49 -0.41 -1.31  0.105
H29 4.93 -0.17 -1.18  0.094
H30 6.19 -1.19 0.69  0.081
H31 4.98 -2.50 2.41  0.083
H32 2.54 -2.78 2.25  0.091
F1 -0.67 0.10 -2.29  0.064
B1 -0.02 0.20 -3.55  -1.290
F2 0.11 -1.03 -4.15  0.142
F3 -0.80 1.04 -4.37  0.087
F4 1.25 0.77 -3.36  0.111

---

[3]
The following is a DFT calculation (ωB97M-V with the def2-TZVPD basis set) of a molecular structure, C39H32BaN10O9S in a non-equilibrium geometry.

Calculated values
Multiplicity: 1
Orbital gap (eV): 5.22
Energy above the lowest of the compared OMol25 structures with the same formula, charge and spin (kcal per mole): 107.5
Molar mass (g mol⁻¹): 954.14
HOMO (eV): -2.1713
Charge: -2
LUMO level (eV): 3.05

Last column: Löwdin charge in e.
CARTESIAN COORDINATES (ANGSTROEM)
Ba1 -18.01 11.45 1.77  2.049
C1 -17.91 15.41 4.32  -0.072
C2 -18.28 16.55 3.58  -0.095
C3 -18.74 16.49 2.29  -0.034
C4 -18.64 15.25 1.60  -0.302
N1 -18.21 14.15 2.29  -0.001
C5 -17.98 14.26 3.59  -0.211
N2 -19.21 15.25 0.33  0.148
C6 -18.81 14.34 -0.54  -0.319
N3 -17.77 13.45 -0.52  0.099
C7 -17.93 12.61 -1.58  -0.388
N4 -17.31 11.54 -1.96  0.189
C8 -16.31 10.96 -1.11  -0.339
C9 -15.10 11.38 -0.73  -0.061
C10 -14.18 10.54 -0.06  -0.103
C11 -14.46 9.24 0.23  -0.057
C12 -15.72 8.72 -0.26  -0.177
N5 -16.79 9.73 -0.52  0.006
C13 -19.01 13.14 -2.41  -0.126
C14 -19.53 12.79 -3.63  -0.009
C15 -20.39 13.70 -4.27  -0.105
C16 -20.85 14.86 -3.68  -0.119
C17 -20.47 15.15 -2.39  -0.007
C18 -19.52 14.27 -1.81  -0.091
H1 -17.81 15.41 5.36  0.087
H2 -18.28 17.50 4.14  0.099
H3 -19.17 17.31 1.71  0.097
H4 -17.73 13.36 4.15  0.084
H5 -14.87 12.44 -0.96  0.125
H6 -13.29 10.79 0.47  0.090
H7 -13.77 8.74 0.83  0.082
H8 -16.09 7.88 0.39  0.160
H9 -19.35 11.82 -4.12  0.123
H10 -20.81 13.33 -5.19  0.085
H11 -21.45 15.48 -4.31  0.083
H12 -20.90 15.97 -1.85  0.097
C19 -12.77 13.87 3.30  -0.017
C20 -14.16 13.35 3.62  -0.551
C21 -14.39 13.06 5.10  -0.029
O1 -15.16 14.29 3.22  -0.061
C22 -14.46 12.02 2.91  -0.585
O2 -13.68 11.05 3.07  -0.007
O3 -15.59 12.05 2.27  -0.298
H13 -12.60 14.89 3.49  0.057
H14 -12.63 13.65 2.27  0.074
H15 -12.04 13.25 3.81  0.079
H16 -13.98 14.02 5.65  0.111
H17 -14.03 12.11 5.56  0.081
H18 -15.53 13.04 5.23  0.096
H19 -15.62 13.71 2.56  0.050
N6 -25.48 7.87 1.39  0.082
C23 -24.14 8.20 1.00  -0.293
C24 -23.58 9.42 1.49  -0.018
C25 -22.29 9.75 1.17  -0.024
C26 -21.58 8.91 0.26  -0.302
C27 -22.16 7.84 -0.35  -0.051
C28 -23.45 7.45 0.06  -0.041
S1 -19.94 9.28 -0.01  0.516
O4 -19.26 9.05 1.25  -0.469
O5 -19.91 10.69 -0.34  -0.393
N7 -19.50 8.28 -1.13  -0.073
C29 -18.27 7.93 -1.59  -0.409
N8 -17.28 8.92 -1.74  0.081
C30 -15.89 8.39 -1.84  -0.219
C31 -15.74 7.09 -2.49  -0.068
C32 -16.88 6.36 -2.56  -0.220
N9 -18.10 6.71 -2.11  0.061
H20 -25.77 8.25 2.24  0.044
H21 -25.66 6.87 1.29  0.082
H22 -24.19 9.99 2.20  0.094
H23 -21.88 10.77 1.38  0.125
H24 -21.64 7.34 -1.15  0.103
H25 -23.94 6.69 -0.47  0.086
H26 -15.33 9.13 -2.34  0.117
H27 -14.70 6.85 -2.76  0.086
H28 -17.00 5.36 -2.93  0.077
O6 -20.32 12.15 2.80  -0.204
C33 -20.16 11.57 3.92  -0.662
O7 -19.07 11.28 4.54  -0.120
C34 -21.42 11.30 4.65  -0.119
C35 -21.40 10.43 5.74  0.031
C36 -22.60 10.02 6.35  -0.056
C37 -23.77 10.38 5.72  -0.012
C38 -23.75 11.28 4.62  -0.168
C39 -22.59 11.81 4.17  0.046
N10 -24.97 11.78 4.04  -0.360
O8 -24.99 12.66 3.21  0.077
O9 -26.03 11.24 4.38  0.028
H29 -20.44 10.07 6.03  0.106
H30 -22.60 9.40 7.22  0.097
H31 -24.72 10.00 6.09  0.110
H32 -22.67 12.55 3.37  0.143

---

[4]
The following is a DFT calculation (ωB97M-V with the def2-TZVPD basis set) of a molecular structure, C39H32BrCl6InN2O12Te in a non-equilibrium geometry.

Calculated values
Multiplicity: 1
Orbital gap (eV): 7.16
Energy above the lowest of the compared OMol25 structures with the same formula, charge and spin (kcal per mole): 12.9
Molar mass (g mol⁻¹): 1255.73
HOMO (eV): -3.5971
Charge: -2
LUMO level (eV): 3.56

Last column: Löwdin charge in e.
CARTESIAN COORDINATES (ANGSTROEM)
In1 -0.15 -1.33 -1.06  0.613
C1 1.15 2.54 6.17  -0.074
C2 2.09 1.67 5.32  -0.563
C3 2.37 0.38 6.10  -0.053
C4 3.40 2.44 5.13  -0.059
C5 1.48 1.32 3.97  -0.188
C6 2.23 0.60 3.04  -0.103
C7 1.67 0.27 1.82  -0.539
Br1 2.77 -0.67 0.59  0.885
C8 0.36 0.60 1.42  -0.393
O1 -0.12 0.30 0.24  -0.195
C9 -0.40 1.33 2.37  -0.070
C10 0.19 1.67 3.59  0.002
C11 -1.84 1.86 2.15  -0.515
C12 -2.56 1.33 0.90  -0.044
C13 -2.72 1.46 3.35  -0.050
C14 -1.77 3.39 2.05  -0.048
H1 1.63 2.78 7.12  0.078
H2 0.21 2.02 6.39  0.084
H3 0.91 3.48 5.66  0.085
H4 2.80 0.60 7.09  0.077
H5 3.08 -0.25 5.56  0.078
H6 1.46 -0.20 6.24  0.090
H7 3.83 2.71 6.10  0.076
H8 3.23 3.35 4.56  0.088
H9 4.14 1.84 4.60  0.073
H10 3.24 0.29 3.25  0.094
H11 -0.40 2.25 4.28  0.084
H12 -2.65 0.25 0.92  0.070
H13 -2.06 1.61 -0.02  0.088
H14 -3.57 1.76 0.91  0.091
H15 -2.79 0.38 3.43  0.091
H16 -3.73 1.85 3.19  0.081
H17 -2.36 1.86 4.30  0.065
H18 -1.15 3.69 1.20  0.090
H19 -1.35 3.84 2.95  0.071
H20 -2.77 3.79 1.90  0.080
Cl1 -0.80 -2.55 1.89  0.781
C15 0.17 -3.64 0.94  -0.657
C16 0.64 -3.22 -0.30  -0.286
C17 1.49 -4.08 -0.96  -0.673
Cl2 2.23 -3.60 -2.45  0.713
C18 1.81 -5.35 -0.46  -0.689
Cl3 2.87 -6.40 -1.33  0.650
C19 1.28 -5.76 0.76  -0.695
Cl4 1.66 -7.32 1.39  0.642
C20 0.46 -4.89 1.47  -0.690
Cl5 -0.17 -5.38 3.01  0.657
O2 -2.12 0.35 -4.38  0.035
C21 -2.11 0.15 -3.18  -0.616
O3 -1.10 0.36 -2.40  -0.251
C22 -3.37 -0.28 -2.46  -0.030
C23 -4.56 0.16 -2.99  0.071
C24 -5.77 -0.18 -2.38  -0.149
C25 -5.80 -0.97 -1.26  0.068
C26 -4.60 -1.41 -0.72  -0.049
C27 -3.33 -1.10 -1.29  -0.288
O4 -2.26 -1.57 -0.79  -0.093
N1 -4.73 -2.19 0.52  -0.333
O5 -5.74 -2.87 0.66  0.046
O6 -3.87 -2.07 1.36  0.049
N2 -7.02 0.32 -2.93  -0.370
O7 -8.07 -0.02 -2.39  0.029
O8 -6.98 1.05 -3.90  0.039
H21 -4.54 0.75 -3.89  0.129
H22 -6.73 -1.24 -0.79  0.125
O9 -1.39 -4.85 -4.10  -0.340
Cl6 -1.77 -3.99 -3.01  0.691
O10 -3.12 -3.52 -3.18  -0.313
O11 -1.62 -4.67 -1.75  -0.329
O12 -0.86 -2.82 -3.02  -0.496
Te1 1.06 -0.41 -3.53  1.633
C28 3.15 -0.66 -3.90  -0.498
C29 4.11 -0.59 -2.89  -0.153
C30 5.46 -0.73 -3.18  -0.090
C31 5.87 -0.96 -4.49  -0.109
C32 4.92 -1.05 -5.50  -0.105
C33 3.57 -0.90 -5.20  -0.144
C34 1.36 1.64 -3.19  -0.448
C35 0.88 2.54 -4.13  -0.122
C36 1.04 3.90 -3.92  -0.096
C37 1.68 4.37 -2.78  -0.107
C38 2.14 3.47 -1.83  -0.084
C39 1.98 2.10 -2.03  -0.115
H23 3.80 -0.42 -1.86  0.017
H24 6.19 -0.67 -2.38  0.098
H25 6.92 -1.07 -4.71  0.091
H26 5.24 -1.23 -6.52  0.093
H27 2.84 -0.98 -6.00  0.088
H28 0.34 2.18 -4.99  0.098
H29 0.65 4.60 -4.65  0.095
H30 1.79 5.43 -2.62  0.091
H31 2.62 3.82 -0.93  0.099
H32 2.32 1.41 -1.28  0.050

---

[5]
The following is a DFT calculation (ωB97M-V with the def2-TZVPD basis set) of a molecular structure, C39H32BrN2OsPS.

Calculated values
Multiplicity: 5
Orbital gap (alpha / beta) (eV): 7.47 / 4.86
Energy above the lowest of the compared OMol25 structures with the same formula, charge and spin (kcal per mole): 32.5
Molar mass (g mol⁻¹): 861.87
HOMO (alpha / beta) (eV): -13.5820 / -13.7457
Charge: +2
LUMO level (alpha / beta) (eV): -6.11 / -8.88

Last column: Löwdin charge in e.
CARTESIAN COORDINATES (ANGSTROEM)
Os1 -0.05 -0.50 0.38  1.338
S1 0.04 4.99 -0.05  1.191
C1 1.74 4.96 -0.09  -0.430
C2 2.62 6.02 -0.32  -0.052
C3 3.97 5.73 -0.31  0.005
C4 4.46 4.41 -0.06  -0.024
C5 3.61 3.37 0.17  0.016
C6 2.21 3.62 0.15  -0.260
N1 1.26 2.71 0.34  0.136
C7 0.05 3.25 0.28  -0.446
C8 -1.16 2.57 0.60  -0.245
C9 -2.36 3.36 0.57  -0.030
C10 -3.53 2.91 1.13  -0.026
C11 -3.50 1.70 1.81  0.008
C12 -2.36 0.90 1.78  -0.131
C13 -1.20 1.21 1.08  -0.240
H1 2.26 7.02 -0.49  0.127
H2 4.68 6.53 -0.48  0.129
H3 5.53 4.24 -0.05  0.123
H4 3.98 2.38 0.38  0.110
H5 -2.36 4.34 0.12  0.087
H6 -4.43 3.51 1.09  0.127
H7 -4.38 1.35 2.34  0.128
H8 -2.40 -0.05 2.30  0.061
C14 -3.03 -2.36 2.40  -0.049
C15 -4.02 -1.82 1.40  -0.286
C16 -5.35 -1.73 1.77  -0.030
C17 -6.34 -1.32 0.88  -0.047
C18 -6.00 -0.97 -0.42  -0.056
C19 -4.67 -1.03 -0.81  -0.066
C20 -3.68 -1.44 0.08  -0.306
P1 -1.98 -1.62 -0.53  1.015
C21 -1.94 -1.00 -2.24  -0.314
C22 -1.67 0.38 -2.32  -0.125
C23 -1.59 1.03 -3.54  -0.065
C24 -1.76 0.29 -4.70  -0.043
C25 -2.02 -1.07 -4.63  -0.018
C26 -2.12 -1.74 -3.41  -0.237
C27 -2.44 -3.22 -3.44  -0.024
C28 -1.67 -3.38 -0.36  -0.349
C29 -2.64 -4.37 -0.48  -0.092
C30 -2.27 -5.69 -0.30  -0.048
C31 -0.95 -6.01 0.02  -0.039
C32 -0.01 -5.01 0.19  -0.022
C33 -0.37 -3.67 0.01  -0.313
C34 0.61 -2.54 0.21  -0.268
H9 -3.33 -2.10 3.42  0.096
H10 -2.01 -1.99 2.25  0.044
H11 -2.98 -3.45 2.34  0.099
H12 -5.63 -2.01 2.78  0.125
H13 -7.37 -1.27 1.20  0.118
H14 -6.76 -0.66 -1.12  0.115
H15 -4.40 -0.75 -1.82  0.107
H16 -1.56 0.96 -1.41  0.056
H17 -1.40 2.09 -3.58  0.111
H18 -1.71 0.78 -5.67  0.119
H19 -2.16 -1.63 -5.54  0.123
H20 -2.60 -3.54 -4.46  0.089
H21 -3.34 -3.44 -2.87  0.079
H22 -1.63 -3.81 -3.01  0.089
H23 -3.67 -4.12 -0.70  0.118
H24 -3.01 -6.48 -0.39  0.118
H25 -0.66 -7.04 0.15  0.118
H26 1.00 -5.26 0.47  0.122
H27 1.31 -2.53 -0.64  0.070
H28 1.22 -2.73 1.10  0.064
Br1 6.49 -1.37 -0.22  0.880
C35 4.72 -0.87 0.01  -0.685
C36 4.16 -0.84 1.29  -0.074
C37 2.83 -0.52 1.41  -0.118
N2 2.05 -0.22 0.36  -0.172
C38 2.62 -0.18 -0.86  -0.141
C39 3.94 -0.50 -1.08  -0.080
H29 4.75 -1.09 2.16  0.121
H30 2.36 -0.50 2.39  0.129
H31 1.98 0.12 -1.68  0.122
H32 4.35 -0.47 -2.07  0.121